[1]
ORCA calculation (ωB97M-V with the def2-TZVPD basis set) on a structure of composition C15H22Br13NO2 in a non-equilibrium geometry.

Summary:
LUMO level   -0.3415 eV
Maximum force   1.8 eV/Å
M   1287.10 g/mol
Total charge   0
Kohn-Sham gap   9.446 eV

Each line ends with the Löwdin charge.
Geometry (Å):
C  -2.3127  -3.1992  2.3587  -0.07
C  -1.5716  -3.5525  1.4743  -0.19
C  -0.4709  -3.9239  0.5860  -0.19
C  -0.5347  -3.1734  -0.7830  -0.22
C  -0.7323  -1.6598  -0.5154  -0.19
C  -0.1509  -0.6853  -1.5650  -0.77
C  -1.1878  0.4393  -1.8181  -0.11
Br  0.0885  -1.5445  -3.3446  0.79
O  1.0120  -0.0041  -1.1496  -0.09
C  1.9778  -0.7858  -0.5568  -0.70
O  2.3689  -1.8322  -0.9741  0.09
N  2.5418  -0.2368  0.6304  0.04
C  1.9022  -0.7367  1.8568  -0.19
C  0.7693  0.1365  2.4056  -0.28
C  1.1896  1.5681  2.7737  -0.10
H  -2.9414  -2.7703  3.0950  0.02
H  0.5028  -3.6799  1.0168  0.11
H  -0.4547  -4.9898  0.3511  0.12
H  -1.4284  -3.5400  -1.2903  0.11
H  0.3870  -3.4227  -1.3000  0.08
H  -0.3529  -1.4581  0.4892  0.09
H  -1.8079  -1.5013  -0.4574  0.10
H  -1.0194  1.2952  -1.1629  0.04
H  -0.9977  0.8031  -2.8319  0.05
H  -2.2071  0.0631  -1.8146  0.08
H  2.4823  0.7745  0.5762  0.09
H  1.5840  -1.7748  1.7582  0.11
H  2.6819  -0.7552  2.6289  0.12
H  0.4394  -0.3367  3.3393  0.11
H  -0.1005  0.1993  1.7443  -0.02
H  1.7140  2.0800  1.9618  0.07
H  0.2802  2.1334  2.9972  0.05
H  1.8134  1.5994  3.6698  0.08
C  3.8074  2.3867  -2.7708  -1.61
Br  3.8308  0.5885  -2.0812  0.82
Br  5.0115  2.6055  -4.2599  0.59
Br  2.0174  2.9585  -3.2129  0.60
H  4.1594  3.0362  -1.9830  -0.10
C  4.4382  6.2965  -3.0319  -1.64
Br  5.5364  7.2801  -4.2706  0.58
Br  5.5059  5.3592  -1.7261  0.60
Br  3.1158  7.4202  -2.1945  0.57
H  3.9051  5.5468  -3.6029  -0.07
C  -3.0518  2.6416  1.5244  -1.60
Br  -2.4882  0.8185  1.8039  0.67
Br  -3.5343  3.4980  3.1811  0.59
Br  -1.7215  3.6495  0.5579  0.60
H  -3.9400  2.6118  0.9091  -0.03
C  -6.4520  -4.3418  0.9454  -1.61
Br  -6.8542  -5.8094  -0.2433  0.56
Br  -7.3957  -4.5024  2.6210  0.56
Br  -4.5451  -4.1317  1.2185  0.72
H  -6.8094  -3.4408  0.4665  -0.03

***

[2]
ORCA calculation (ωB97M-V with the def2-TZVPD basis set) on a structure of composition C15H22Br21FO2 in a non-equilibrium geometry.

Summary:
LUMO level   -0.5438 eV
Maximum force   10.6 eV/Å
M   1931.32 g/mol
Total charge   0
Kohn-Sham gap   7.659 eV

Each line ends with the Löwdin charge.
Geometry (Å):
C  -1.3242  3.3016  1.0525  -0.14
C  0.1600  3.2940  0.3562  -0.23
C  0.1031  3.5149  -1.2970  -0.09
C  1.0244  2.3220  -1.9417  -0.23
O  0.4552  1.5754  -2.9284  -0.01
O  2.3845  1.9397  -1.5325  -0.53
C  3.2830  3.0989  -1.4147  -0.13
C  4.5690  2.5819  -0.4848  -0.26
F  3.9706  1.5532  0.4454  -0.28
C  5.1897  3.7519  0.4819  -0.20
C  5.7112  5.0966  -0.3044  -0.16
H  -2.1770  3.5591  0.2809  0.08
H  -1.5236  2.2080  1.4451  -0.01
H  -1.2875  4.0635  1.9619  0.09
H  0.8734  4.1243  0.8184  0.11
H  0.6879  2.2523  0.5754  0.12
H  0.6050  4.5377  -1.5646  0.12
H  -1.0167  3.4636  -1.7059  0.14
H  3.7084  3.4662  -2.4613  0.16
H  2.8162  4.0391  -0.8960  0.14
H  5.3758  2.0669  -1.1981  0.15
H  6.1566  3.2764  0.9962  0.13
H  4.4748  4.0269  1.3974  0.13
H  4.9872  5.9800  -0.0495  0.02
H  6.7625  5.3762  0.1675  0.08
H  5.9056  4.9436  -1.4581  0.09
C  -3.1033  -0.7195  2.2700  -1.58
Br  -2.3510  0.3530  3.7079  0.57
Br  -5.0119  -0.4093  2.0578  0.60
Br  -2.1390  -0.4686  0.5991  0.59
H  -2.9798  -1.7693  2.5558  -0.02
C  6.2581  8.7916  1.7319  -1.59
Br  5.8025  7.1713  2.7072  0.57
Br  8.1743  8.9415  1.4322  0.56
Br  5.2519  8.9457  0.0741  0.57
H  5.9661  9.6374  2.3630  -0.02
C  -7.6956  -3.1449  2.3214  -1.61
Br  -9.2640  -2.5061  1.3643  0.56
Br  -7.9347  -3.0476  4.2495  0.54
Br  -7.1728  -4.9281  1.7460  0.53
H  -6.8699  -2.4720  2.0673  -0.11
C  3.8905  -1.4831  -1.9879  -1.51
Br  3.3759  0.2733  -1.3291  1.07
Br  3.6355  -2.8644  -0.6421  0.52
Br  2.9908  -1.9227  -3.6558  0.53
H  4.9630  -1.4418  -2.2045  -0.03
C  -8.3895  -7.8597  5.1425  -1.59
Br  -6.9286  -6.8665  5.9569  0.55
Br  -9.9620  -6.7460  4.8758  0.55
Br  -7.8381  -8.7396  3.4974  0.53
H  -8.6722  -8.6483  5.8477  -0.02
C  3.0911  -4.3431  -7.0554  -1.60
Br  2.5900  -5.3091  -5.4431  0.54
Br  1.7289  -3.0582  -7.5824  0.55
Br  4.8425  -3.5132  -6.8872  0.53
H  3.1631  -5.0812  -7.8611  -0.03
C  -6.2888  -9.3247  -0.4537  -1.61
Br  -4.8279  -8.3315  0.3606  0.54
Br  -7.8613  -8.2110  -0.7205  0.54
Br  -5.7374  -10.2046  -2.0988  0.56
H  -6.5715  -10.1134  0.2514  -0.03

***

[3]
ORCA calculation (ωB97M-V with the def2-TZVPD basis set) on a cluster of 10 separate species, C15H22Cl21NO6 in total in a non-equilibrium geometry.

Summary:
LUMO level   0.2497 eV
Maximum force   2.8 eV/Å
Structure (SMILES)   COC(=O)OC.COC(=O)OC.ClC(Cl)Cl.ClC(Cl)Cl.ClC(Cl)Cl.ClC(Cl)Cl.ClC(Cl)Cl.ClC(Cl)Cl.ClC(Cl)Cl.CC#N
M   1056.86 g/mol
Total charge   0
Kohn-Sham gap   10.801 eV

Each line ends with the Löwdin charge.
Geometry (Å):
C  -1.4715  -2.0694  3.3296  -0.04
C  -1.4055  -3.1577  2.3381  -0.24
N  -1.2827  -4.0396  1.6130  0.16
H  -2.0334  -1.2492  2.8845  0.04
H  -0.4510  -1.7323  3.4929  0.06
H  -1.9295  -2.3213  4.2821  0.09
C  3.3924  3.7742  5.9191  -0.04
O  2.9492  2.4479  5.6179  -0.01
C  2.2520  2.2547  4.4863  -0.64
O  2.0716  3.1101  3.6564  0.11
O  1.9659  0.9820  4.4190  0.01
C  1.3051  0.4997  3.2276  -0.02
H  3.6007  4.4268  5.0749  0.09
H  4.1138  3.8275  6.7266  0.09
H  2.4506  4.1553  6.3391  0.10
H  1.7795  0.9890  2.3794  0.05
H  0.2830  0.8444  3.3875  0.10
H  1.3347  -0.5762  3.0976  0.08
C  1.4608  0.6210  -1.2291  -0.10
O  0.0761  0.3935  -1.3665  -0.03
C  -0.5840  -0.2910  -0.4430  -0.62
O  -0.2050  -0.6745  0.6403  0.12
O  -1.7782  -0.5652  -0.9440  -0.06
C  -2.7141  -1.3282  -0.1856  -0.11
H  2.0395  -0.2762  -1.4553  0.00
H  1.7442  0.8783  -0.2114  0.03
H  1.8186  1.3446  -1.9574  0.06
H  -3.7179  -1.2006  -0.5774  0.07
H  -2.6938  -0.9451  0.8310  0.01
H  -2.4573  -2.3832  -0.1585  0.02
C  2.0665  5.0277  -4.7122  -1.53
Cl  3.7265  5.6130  -4.8918  0.51
Cl  2.0319  3.7109  -3.5718  0.53
Cl  1.5998  4.4796  -6.3341  0.50
H  1.4148  5.8495  -4.4396  0.02
C  -4.4346  -5.0930  0.0798  -1.54
Cl  -5.2628  -3.5399  0.0494  0.54
Cl  -4.4329  -5.7609  -1.5538  0.51
Cl  -5.2806  -6.1346  1.2341  0.52
H  -3.4233  -4.9096  0.4305  -0.02
C  -5.8326  1.2227  2.4206  -1.48
Cl  -6.8432  1.2595  0.9249  0.50
Cl  -5.5005  2.9276  2.9181  0.48
Cl  -4.3042  0.4182  2.1876  0.60
H  -6.4353  0.8130  3.2207  0.01
C  4.9952  0.7033  0.9017  -1.48
Cl  4.5297  -0.5838  -0.2788  0.51
Cl  3.8930  2.0847  0.8200  0.59
Cl  6.5711  1.2414  0.3974  0.55
H  5.0169  0.3062  1.9095  0.02
C  3.2739  -0.0242  -5.1079  -1.50
Cl  3.9297  1.5822  -5.2674  0.54
Cl  1.4970  -0.0011  -5.1443  0.51
Cl  3.7868  -0.8020  -3.5923  0.52
H  3.5966  -0.5949  -5.9708  0.02
C  -0.2346  -3.8538  -2.1196  -1.52
Cl  0.3345  -5.3551  -2.7800  0.58
Cl  -1.9621  -3.6595  -2.4930  0.52
Cl  0.5985  -2.4580  -2.7512  0.60
H  -0.1052  -3.8741  -1.0412  0.01
C  -2.0484  0.3391  -4.0886  -1.53
Cl  -3.0882  1.3526  -3.0824  0.56
Cl  -1.5523  1.1048  -5.5858  0.53
Cl  -2.8690  -1.2330  -4.3992  0.49
H  -1.1662  0.1025  -3.5031  -0.04

***

[4]
ORCA calculation (ωB97M-V with the def2-TZVPD basis set) on the molecule C15H22ClNO.

Summary:
LUMO level   0.5975 eV
Maximum force   0.6 eV/Å
Structure (SMILES)   CCCC[C@H](CCCCl)C(=O)Nc1ccccc1
M   267.80 g/mol
Total charge   0
Kohn-Sham gap   9.246 eV

Each line ends with the Löwdin charge.
Geometry (Å):
C  -1.9021  -3.3855  1.0361  -0.11
C  -0.5116  -2.9572  0.5810  -0.26
C  -0.4814  -2.4192  -0.8513  -0.20
C  -1.3703  -1.2006  -1.1099  -0.16
H  -1.2978  -0.9440  -2.1686  0.12
H  -2.4071  -1.4539  -0.8925  0.10
C  -0.9540  0.0331  -0.3025  -0.25
C  -1.8722  1.2375  -0.5626  -0.16
C  -3.2733  1.0614  0.0221  -0.28
C  -4.0956  2.3232  -0.1772  -0.60
H  -4.2239  2.5498  -1.2354  0.08
H  -3.6461  3.1778  0.3287  0.07
Cl  -5.7307  2.1196  0.5108  0.53
H  -3.2036  0.8427  1.0901  0.11
H  -3.7835  0.2278  -0.4610  0.10
H  -1.4158  2.1268  -0.1181  0.13
H  -1.9331  1.4034  -1.6392  0.13
C  0.4521  0.4449  -0.7391  -0.45
O  0.7233  0.6594  -1.8991  0.09
N  1.3313  0.5670  0.2950  0.14
C  2.6775  0.9529  0.2705  -0.22
C  3.3528  1.2743  -0.9026  -0.01
C  4.6825  1.6509  -0.8464  -0.08
C  5.3522  1.7123  0.3636  -0.10
C  4.6813  1.3911  1.5319  -0.09
C  3.3534  1.0135  1.4879  -0.04
H  2.8324  0.7635  2.4026  0.11
H  5.1929  1.4348  2.4820  0.10
H  6.3897  2.0080  0.3982  0.10
H  5.1989  1.8991  -1.7616  0.10
H  2.8344  1.2282  -1.8450  0.10
H  0.9827  0.3605  1.2212  0.14
H  -0.9741  -0.1976  0.7661  0.13
H  -0.8010  -3.2176  -1.5252  0.11
H  0.5494  -2.1662  -1.1108  0.11
H  -0.1162  -2.2108  1.2733  0.09
H  0.1564  -3.8205  0.6286  0.11
H  -1.8487  -3.8641  2.0114  0.07
H  -2.5711  -2.5324  1.1162  0.06
H  -2.3301  -4.0941  0.3307  0.08